1.
C32H60BCl2FI2N2O7 | ωB97M-V with the def2-TZVPD basis set

Structure (XYZ):
```
107
Properties=species:S:1:pos:R:3:forces:R:3
C -0.59490 -3.86679 3.95799 1.21 1.49 0.00
C 0.48163 -4.10411 2.73099 -0.59 -1.60 -0.49
C -0.06391 -3.51675 1.26189 0.92 -1.28 0.01
C 0.55461 -2.07459 0.84283 2.36 -0.54 2.75
C 0.72458 -1.22496 2.27907 -0.26 0.66 0.32
O 0.92956 0.22483 2.06191 1.19 -1.22 1.05
C 1.88609 0.79387 3.02345 -0.06 1.17 0.34
C 1.79397 2.43756 2.88816 -0.25 0.20 -0.37
O -0.06053 -1.22914 -0.07121 -0.19 -1.05 0.02
C -0.50784 -1.61214 -1.39706 -0.39 0.85 -0.12
B -2.15935 -1.85225 -1.15407 -1.55 0.13 1.19
O -2.72925 -1.73940 0.23893 1.46 -1.81 -2.38
C -3.28388 -2.14097 -2.29993 -1.59 -0.55 0.27
C -4.32462 -3.35079 -1.78995 1.06 -0.57 -0.88
C -0.19317 -0.18770 -2.19001 -0.10 0.18 -0.24
I 1.69188 0.65951 -1.31315 -0.43 -0.46 -0.78
C -1.21865 1.04900 -2.06180 0.86 1.64 -2.98
C -2.50056 1.04436 -3.14111 -0.61 -0.26 1.16
I -1.75461 1.76549 -0.05643 0.04 -0.50 -0.95
C 0.22259 -2.93121 -2.07932 0.55 -2.47 1.14
C -0.71356 -4.31195 -2.08311 0.01 -1.34 -0.17
C 0.18267 -5.67104 -2.48156 -1.20 0.15 0.42
F -0.77767 -6.83756 -2.47088 1.84 2.41 0.04
N 0.78219 -2.78971 -3.44714 2.01 -0.74 -1.06
C 2.19915 -3.20834 -3.64750 5.14 -1.13 -0.48
C 2.76069 -4.32734 -4.75003 0.96 0.54 0.87
C 4.30944 -4.76482 -4.98231 -1.37 3.06 3.19
N 5.40302 -4.17112 -4.16041 -5.59 1.29 0.62
C 4.96001 -3.17917 -3.13398 -1.94 -0.37 -0.70
C 3.48903 -2.59240 -2.77344 0.22 -3.23 -3.07
C -0.08469 -2.64828 -4.60743 -0.26 3.54 -0.38
Cl -0.72887 -4.10698 -5.50751 0.01 0.10 0.90
C 0.63936 -1.67749 -5.76738 0.43 -0.84 -0.68
C 0.93451 -2.45477 -7.17753 0.52 1.55 -0.90
Cl -0.56838 -0.29130 -6.21871 0.99 -1.16 0.57
H -0.87041 -4.84865 4.53764 0.46 2.03 -1.31
H -0.06480 -3.09786 4.70161 -1.39 -1.76 -1.34
H -1.51411 -3.28986 3.51176 1.53 -1.41 1.07
H 1.57916 -3.78057 2.97472 -2.22 -0.46 -0.42
H 0.52443 -5.28883 2.58395 0.03 2.58 0.20
H 0.37810 -4.30286 0.47764 -1.33 1.67 1.57
H -1.22968 -3.58667 1.32191 2.24 0.33 -0.39
H 1.68557 -2.28367 0.51611 -2.17 0.31 0.47
H -0.27897 -1.30394 2.92105 2.18 -0.14 -1.32
H 1.67553 -1.59198 2.89470 -2.24 0.33 -1.39
H 1.60181 0.45600 4.11397 0.52 0.64 -2.01
H 2.99906 0.48963 2.81648 -2.08 0.18 0.21
H 1.66970 2.96033 3.94370 0.33 -1.14 -2.26
H 0.86277 2.72466 2.20826 1.89 -0.76 1.56
H 2.74039 2.89387 2.34073 -1.91 -1.04 1.30
H -3.03291 -2.63512 0.56456 0.14 1.56 -0.75
H -2.89930 -2.50838 -3.33682 -0.68 1.12 1.70
H -3.98557 -1.17677 -2.36207 1.74 -1.99 -0.22
H -4.90259 -3.74771 -2.74971 0.97 0.95 2.27
H -3.61748 -4.25526 -1.46282 -1.83 1.80 -0.38
H -5.04660 -2.99960 -0.93856 1.47 -0.79 -1.72
H 0.07926 -0.28017 -3.31229 -0.68 -0.05 1.93
H -0.58591 1.98175 -2.48144 -1.27 -2.28 1.22
H -2.44211 0.12480 -3.88364 -0.06 2.06 1.49
H -3.46628 0.94608 -2.46543 1.80 0.16 -1.71
H -2.57241 2.07976 -3.71987 0.35 -2.37 1.25
H 1.16963 -3.31483 -1.45246 -2.13 1.45 -1.06
H -1.60219 -4.27945 -2.83555 1.69 0.13 1.31
H -1.14841 -4.60199 -1.03774 0.75 0.94 -1.80
H 0.62279 -5.63551 -3.55881 -0.73 -0.10 2.23
H 0.95316 -5.88619 -1.62724 -1.31 0.32 -1.85
H 1.97054 -4.89687 -5.44013 1.83 1.49 1.74
H 4.60582 -5.59149 -5.78698 -0.79 2.11 2.01
H 5.84886 -2.74130 -2.46435 -2.16 -1.12 -1.78
H 3.35894 -1.81456 -1.91057 0.22 -1.63 -1.88
H -1.03124 -1.99224 -4.28747 2.00 -1.89 -0.50
H 1.58703 -1.12070 -5.36893 -1.89 -1.26 -0.55
H 1.62157 -1.72139 -7.82248 -1.47 -1.51 1.45
H 1.53199 -3.45504 -7.09106 -1.43 1.94 0.07
H -0.07601 -2.53722 -7.78096 2.17 -0.18 1.39
C -4.26893 2.43649 3.00509 0.12 0.17 0.01
O -4.26138 3.56229 2.13398 -0.34 -0.33 0.01
C -5.26939 3.47198 1.12324 0.12 0.59 0.17
C -6.45583 4.38588 1.44193 -0.11 -0.67 0.03
O -7.18349 3.91188 2.57979 0.39 0.35 0.06
C -6.90825 4.67487 3.74966 -0.17 -0.20 -0.06
H -3.59367 2.64304 3.83947 -0.03 0.08 -0.17
H -5.26828 2.24481 3.40604 0.01 -0.02 -0.06
H -3.90512 1.55240 2.47290 -0.07 -0.11 0.04
H -5.59837 2.43376 0.98681 -0.02 0.15 0.09
H -4.81003 3.80647 0.18733 -0.04 -0.03 -0.01
H -7.14893 4.37107 0.59467 0.05 0.01 -0.02
H -6.12577 5.42116 1.58871 0.06 -0.14 0.04
H -7.35236 5.67098 3.65606 0.08 0.06 0.07
H -5.83373 4.76283 3.92983 -0.01 0.04 -0.04
H -7.36490 4.16867 4.60484 0.00 0.01 -0.20
C 4.40353 6.22111 2.16593 -0.19 -0.07 0.11
O 4.21403 5.37032 3.29134 0.44 0.21 -0.11
C 5.45333 4.97087 3.88329 -0.51 0.08 0.39
C 5.72487 5.74669 5.17511 0.43 0.15 -0.51
O 5.99738 7.12541 4.90349 -0.49 -0.21 0.09
C 4.88764 7.96292 5.20937 0.23 0.06 -0.07
H 3.42942 6.61569 1.86550 0.07 -0.15 0.11
H 5.06088 7.06228 2.40373 0.03 -0.06 -0.02
H 4.81939 5.64739 1.33221 0.07 0.09 -0.06
H 6.28334 5.08510 3.17422 -0.09 0.09 0.13
H 5.36006 3.90718 4.12557 0.05 0.01 0.02
H 6.62066 5.33505 5.65110 -0.03 -0.04 -0.01
H 4.89095 5.64124 5.87921 0.01 0.01 -0.16
H 4.75223 8.01809 6.29419 -0.12 0.02 -0.01
H 3.96927 7.60300 4.73836 0.01 -0.03 0.04
H 5.10182 8.96735 4.83338 0.09 -0.18 0.04
```
Forces are in eV/Å.

Output
SMILES string = CCC[C@H](COCC)O[C@@](B(O)CC)([C@H](I)[C@@H](C)I)[C@@H](CCF)N(c1ccncc1)[C@H](Cl)[C@@H](C)Cl.COCCOC.COCCOC
electronic energy = -3531.31146 Eh
total charge = 0
M = 939.4 g mol⁻¹

Atomic partial charges in e from the Löwdin method, atoms 1 to 8: C -0.141; C -0.240; C -0.130; C -0.305; C -0.112; O -0.303; C -0.254; C -0.091



2.
C32H60Br28O5 | ωB97M-V with the def2-TZVPD basis set

Structure (XYZ):
```
125
Properties=species:S:1:pos:R:3:forces:R:3
C 1.93572 2.17649 0.78974 0.71 -0.25 -0.36
C 2.48594 1.44357 0.01976 0.25 0.62 1.15
O 3.28615 0.66261 -0.68367 0.45 -0.18 -0.23
C 4.17165 1.40653 -1.44140 0.26 1.30 -0.62
O 3.97364 2.54420 -1.73062 -0.11 -0.37 -0.07
O 5.26797 0.75137 -1.82932 -0.56 -0.40 0.68
C 5.84243 -0.12586 -0.84988 0.42 -0.83 -0.74
O 6.91688 -0.76100 -1.46781 0.12 0.32 -0.87
O 6.51639 -2.10349 -1.77850 -0.73 0.00 -0.74
H 1.60965 2.87257 1.51750 -0.44 0.08 0.06
H 5.14470 -0.87969 -0.51330 -0.33 0.04 0.06
H 6.26378 0.41835 -0.01198 -0.07 0.44 0.00
H 6.95444 -2.29659 -2.61845 0.09 0.47 -0.13
Br 0.44694 2.06857 4.26427 0.08 -0.07 -0.11
C 2.32556 1.87323 4.72798 -0.20 -0.10 0.19
C 2.93162 3.19727 5.10482 0.26 0.04 -0.09
Br 3.27486 4.31196 3.55125 -0.04 0.04 0.00
H 2.81189 1.40421 3.87789 0.03 0.08 -0.05
H 2.34713 1.19321 5.57723 0.01 0.03 0.03
H 3.90268 3.05297 5.57379 0.00 -0.03 0.02
H 2.29490 3.77735 5.76560 -0.04 -0.02 0.01
Br 7.39860 -2.08333 0.71217 0.49 -0.78 2.04
C 6.26082 -3.17470 1.85228 0.29 0.17 0.08
C 6.99572 -3.72244 3.04855 -0.11 -0.25 0.02
Br 8.15176 -5.20770 2.56262 0.06 0.05 0.00
H 5.84901 -3.95130 1.21352 0.04 -0.01 0.11
H 5.46186 -2.50746 2.17179 -0.02 -0.04 0.04
H 6.29609 -4.13359 3.77450 -0.03 0.02 -0.02
H 7.62258 -2.98143 3.53203 0.00 0.06 -0.03
Br 3.39811 -4.23208 -0.20097 -0.03 0.00 -0.16
C 2.24402 -5.32299 0.91675 0.00 0.23 -0.02
C 2.97886 -5.86963 2.11003 -0.04 -0.30 0.02
Br 4.13756 -7.35375 1.62242 0.07 0.09 0.02
H 1.83211 -6.09819 0.28004 0.00 -0.06 0.02
H 1.44710 -4.65641 1.23374 -0.07 0.03 0.07
H 2.27646 -6.27928 2.83278 -0.04 0.03 -0.02
H 3.60465 -5.12788 2.59575 -0.02 0.06 -0.03
Br 3.65537 8.11022 4.64267 -0.06 0.06 0.10
C 5.57436 8.40025 4.65579 -0.19 -0.03 -0.17
C 6.32132 7.09751 4.54368 0.19 0.00 0.13
Br 6.30627 6.11116 6.22152 -0.06 -0.05 -0.04
H 5.80791 8.94537 5.56387 0.05 -0.04 0.03
H 5.77937 9.02977 3.79302 0.05 -0.03 -0.02
H 7.37168 7.27748 4.32686 0.00 0.03 0.00
H 5.90246 6.43822 3.79041 -0.06 0.01 0.00
Br -2.01832 -0.04684 1.85241 -0.05 0.00 0.02
C -2.16785 -0.91514 0.11432 0.05 -0.23 0.32
C -0.81630 -1.36540 -0.37606 -0.01 0.12 -0.34
Br 0.19985 0.16668 -1.03291 -0.67 -0.56 -0.26
H -2.64929 -0.20894 -0.55212 0.05 0.05 -0.01
H -2.82772 -1.76460 0.27282 0.04 -0.06 -0.05
H -0.91604 -2.03920 -1.22244 -0.07 -0.04 0.03
H -0.22268 -1.84393 0.39687 -0.02 0.08 0.06
Br -5.01403 4.14533 0.13026 0.04 -0.08 0.00
C -4.85423 3.64879 2.00677 -0.15 0.15 -0.10
C -3.75832 4.41177 2.69989 0.11 -0.14 0.10
Br -2.00614 3.72567 2.22015 0.01 0.13 0.01
H -4.69661 2.57542 2.03369 0.06 -0.01 0.02
H -5.81970 3.88646 2.44777 0.01 0.02 0.03
H -3.82951 4.28918 3.78014 -0.03 -0.03 -0.20
H -3.75718 5.46985 2.45983 -0.07 0.01 -0.05
Br -4.60467 -4.09920 0.64379 0.02 -0.07 -0.07
C -4.38337 -4.55941 2.51802 -0.14 0.16 -0.11
C -3.28745 -3.74939 3.15674 0.08 -0.09 0.14
Br -1.52828 -4.39276 2.63554 0.08 0.05 -0.09
H -4.20305 -5.62815 2.56088 0.06 0.00 0.03
H -5.33852 -4.33426 2.98632 0.01 0.03 0.04
H -3.32053 -3.84889 4.23911 -0.02 -0.02 0.01
H -3.32614 -2.69735 2.88920 -0.01 0.01 -0.02
Br -3.24172 4.52652 6.30554 0.06 0.02 0.15
C -1.37280 4.28572 6.79848 -0.16 -0.07 0.17
C -0.70962 5.59216 7.13646 0.17 0.08 -0.17
Br -0.29743 6.61482 5.53405 -0.03 0.00 0.01
H -0.89448 3.77503 5.97090 0.02 0.03 -0.03
H -1.39145 3.62999 7.66657 0.02 0.02 0.03
H 0.24927 5.41497 7.61920 -0.01 -0.05 0.02
H -1.32119 6.22625 7.76934 -0.03 -0.02 0.02
Br 2.73785 -1.45171 7.08866 0.04 0.07 -0.02
C 3.25963 -0.71187 8.81117 -0.07 -0.23 -0.07
C 2.12127 0.02351 9.46487 0.07 0.19 0.07
Br 1.82788 1.75899 8.63737 -0.07 0.02 -0.06
H 4.12162 -0.07812 8.63358 -0.01 0.05 0.03
H 3.55548 -1.56658 9.41468 -0.02 0.00 0.04
H 2.35267 0.23603 10.50581 0.04 -0.01 0.00
H 1.18166 -0.51484 9.40631 0.01 -0.05 -0.04
Br -3.24984 -2.07910 -2.86110 -0.07 0.01 -0.11
C -2.81011 -0.37934 -3.71431 -0.19 0.01 0.18
C -3.05191 -0.43544 -5.19467 0.17 0.01 -0.08
Br -1.64056 -1.44628 -6.07266 0.05 -0.11 -0.12
H -1.77692 -0.16055 -3.46104 0.02 0.00 -0.01
H -3.45990 0.35793 -3.24668 -0.05 0.00 -0.05
H -3.01604 0.56055 -5.62829 0.03 0.03 0.04
H -3.99283 -0.90690 -5.45832 -0.02 -0.02 0.05
Br -3.19069 -6.67195 -4.48831 0.02 0.05 0.05
C -1.96213 -5.17405 -4.68859 -0.13 -0.18 -0.19
C -0.64843 -5.43165 -4.00776 0.09 0.18 0.15
Br -0.81083 -5.23238 -2.07650 0.03 -0.07 0.07
H -2.46770 -4.29848 -4.29738 0.03 0.02 -0.04
H -1.82612 -5.05970 -5.76181 0.04 0.03 0.00
H 0.08939 -4.69283 -4.31309 -0.03 0.04 -0.02
H -0.26228 -6.42838 -4.19240 -0.03 -0.03 0.00
Br -2.59418 -2.25328 -10.28463 -0.01 0.05 0.08
C -2.02884 -3.88086 -9.38455 0.03 0.05 -0.24
C -3.17608 -4.83513 -9.19016 -0.02 -0.09 0.28
Br -4.34221 -4.27464 -7.73905 -0.08 0.08 -0.05
H -1.56827 -3.57826 -8.44932 -0.06 0.00 0.05
H -1.27572 -4.31993 -10.03487 -0.01 -0.04 0.00
H -2.80888 -5.81662 -8.89733 0.05 0.00 -0.02
H -3.79760 -4.93280 -10.07348 0.03 0.04 -0.05
Br -7.52607 -2.00791 -6.34206 -0.04 0.02 0.07
C -7.56243 -0.81123 -7.87314 0.05 -0.28 0.01
C -6.20399 -0.21278 -8.11833 0.03 0.22 -0.03
Br -5.80335 1.18513 -6.82437 0.02 0.06 -0.03
H -8.32696 -0.06743 -7.67665 0.04 0.06 0.01
H -7.86398 -1.42594 -8.71808 0.04 -0.01 -0.02
H -6.16617 0.27288 -9.09063 -0.04 -0.01 -0.01
H -5.40503 -0.94584 -8.05034 -0.03 -0.06 -0.02
Br -5.96358 5.57755 -7.05294 0.02 0.01 0.07
C -4.03631 5.82978 -6.99144 -0.19 0.00 -0.18
C -3.30784 4.51590 -6.91609 0.18 -0.05 0.13
Br -3.40833 3.74259 -5.13547 -0.05 -0.07 0.02
H -3.82922 6.47370 -6.14365 0.04 -0.02 0.03
H -3.78460 6.34950 -7.91281 0.04 -0.02 -0.01
H -2.24660 4.65722 -7.10733 0.00 0.05 -0.01
H -3.70379 3.77436 -7.60280 -0.06 0.02 -0.02
```
Forces are in eV/Å.

Output
electronic energy = -73703.71764 Eh
ΔE to the lowest compared entry with this formula, charge and spin = 0.0 kcal/mol
total charge = 0
M = 2762.1 g mol⁻¹

Atomic partial charges in e from the Löwdin method, atoms 1 to 8: C 0.094; C -0.341; O 0.049; C -0.531; O 0.190; O 0.106; C -0.250; O -0.233